--- one ---
# C4H11NO3

2 unconnected molecules or ions with the total composition C4H11NO3 (the ωB97M-V functional and the def2-TZVPD basis, OMol25).

Values from the calculation:
**Molecular weight**: 121.1 g mol⁻¹
**Highest occupied orbital energy**: -9.92 eV
**Frontier orbital gap**: 10.4 eV
**LUMO level**: 0.533 eV
**SMILES**: CCCNC(=O)O.O

```
! RIJCOSX wB97M-V def2-TZVPD def2/J DEFGRID3
* xyz 0 1
H -1.195 1.487 0.603
C -0.981 1.028 -0.362
C -1.768 -0.282 -0.369
H 0.833 1.880 -1.098
C 2.050 0.643 1.246
H -1.230 -1.038 0.249
H 0.192 -2.959 0.573
H -1.506 1.679 -1.108
H -1.875 -0.896 -1.203
O -0.340 -2.871 -0.228
C 0.459 0.902 -0.770
N 1.337 0.121 0.169
H 0.496 0.431 -1.763
H -2.804 -0.242 -0.087
H 1.389 2.393 0.662
O 2.181 2.009 1.183
H -1.062 -3.364 -0.132
H 1.315 -0.929 0.270
O 2.509 0.008 2.165
*
```



--- two ---
# C4H11NO3

A molecular structure, C4H11NO3 (the ωB97M-V functional and the def2-TZVPD basis, OMol25).

Values from the calculation:
**Molecular weight**: 121.1 g mol⁻¹
**Highest occupied orbital energy**: -9.64 eV
**Frontier orbital gap**: 10.0 eV
**LUMO level**: 0.389 eV

```
! RIJCOSX wB97M-V def2-TZVPD def2/J DEFGRID3
* xyz 0 1
H -0.844 -2.505 0.221
H 2.527 -0.298 -0.332
H 1.556 -1.973 -0.392
C 1.624 -0.852 -0.708
H 1.734 -1.013 -1.824
H -0.004 2.260 0.935
H 0.026 0.332 -1.173
H -2.332 -1.418 0.320
H -1.302 -1.477 -1.052
H 1.137 1.138 -0.004
H 0.030 -0.641 1.436
C -1.497 0.812 0.665
N 0.520 0.071 -0.359
C -1.386 -1.605 0.037
C -0.465 -0.361 0.626
H 1.160 2.748 -0.213
O 1.253 2.215 0.657
O -1.150 1.995 0.997
O -2.588 0.573 0.160
*
```



--- three ---
# C4H11NO3

2 unconnected molecules or ions with the total composition C4H11NO3 (the ωB97M-V functional and the def2-TZVPD basis, OMol25).

Values from the calculation:
**Molecular weight**: 121.1 g mol⁻¹
**Highest occupied orbital energy**: -9.79 eV
**Frontier orbital gap**: 10.4 eV
**LUMO level**: 0.597 eV
**SMILES**: CNC(=O)CCO.O

```
! RIJCOSX wB97M-V def2-TZVPD def2/J DEFGRID3
* xyz 0 1
C 1.384 2.844 2.143
H 0.585 -0.885 0.301
O 1.352 4.382 4.036
H 0.077 2.875 3.955
C 1.020 1.463 1.778
H 2.217 4.413 4.497
O 1.132 0.474 2.540
O -0.633 4.936 5.351
C 1.130 3.015 3.643
H 2.444 2.994 1.861
H 0.371 2.093 0.011
H -1.009 -0.079 0.439
N 0.622 1.240 0.517
C 0.000 0.000 0.000
H 1.752 2.317 4.236
H -0.094 0.003 -1.099
H 0.150 4.821 4.767
H -0.508 5.820 5.763
H 0.786 3.620 1.627
*
```



--- four ---
# C4H11NO3

2 unconnected molecules or ions with the total composition C4H11NO3 (the ωB97M-V functional and the def2-TZVPD basis, OMol25).

Values from the calculation:
**Molecular weight**: 121.1 g mol⁻¹
**Highest occupied orbital energy**: -9.53 eV
**Frontier orbital gap**: 10.2 eV
**LUMO level**: 0.693 eV
**SMILES**: C[C@@H](O)CNC=O.O

```
! RIJCOSX wB97M-V def2-TZVPD def2/J DEFGRID3
* xyz 0 1
H 0.012 -2.421 1.190
O 1.111 -1.875 -1.917
C 1.457 1.519 0.934
C -0.789 0.582 0.015
H 1.742 2.541 1.103
H -0.219 2.673 0.638
H 0.676 -1.083 -2.014
C -0.801 -1.702 0.983
H 1.402 0.947 1.882
H 0.826 -0.894 -0.095
H 0.863 2.833 -1.292
N -0.112 -0.678 0.189
O 0.289 2.067 -1.185
C 0.142 1.743 0.224
H 1.983 0.740 0.274
H 0.811 -2.761 -1.845
H -1.568 0.678 0.797
H -1.218 0.534 -0.961
O -1.940 -1.703 1.342
*
```



Of the structures shown above, three is the most stable.